[1]
ORCA calculation (the ωB97M-V functional and the def2-TZVPD basis) on C7H6O in the gas phase.

Output
SMILES   C=C1C(=C)C(=O)C1=C
Energy   -9399.690 eV
Frontier orbital gap   8.47 eV
F_max   5.07 eV/Å
Energy relative to the best compared isomer or geometry (same formula, charge and spin)   58.4 kcal per mole

```
14
Properties=species:S:1:pos:R:3:nbo_charge:R:1
C -1.236 -0.437 -0.560 0.53
C -0.806 0.892 -0.306 -0.12
C 0.106 -1.110 -0.019 -0.19
C 0.743 0.115 0.095 0.00
C -1.350 2.081 -0.102 -0.31
C 0.326 -2.403 0.198 -0.29
C 1.892 0.705 0.368 -0.37
O -2.133 -0.987 -1.160 -0.51
H -2.425 2.173 0.023 0.22
H -0.732 2.966 0.006 0.21
H 1.295 -2.754 0.531 0.20
H -0.444 -3.134 -0.022 0.22
H 2.747 0.117 0.689 0.21
H 2.015 1.777 0.260 0.21
```


[2]
ORCA calculation (the ωB97M-V functional and the def2-TZVPD basis) on a 2-piece molecular cluster, C7H6O2 overall.

Output
Energy   -11442.868 eV
Frontier orbital gap (alpha / beta)   8.87 / 7.26 eV
F_max   2.47 eV/Å
Energy relative to the best compared isomer or geometry (same formula, charge and spin)   170.1 kcal per mole

```
15
Properties=species:S:1:pos:R:3:nbo_charge:R:1
C 4.316 -0.348 -0.497 0.49
C -0.814 -1.138 0.551 -0.46
C 3.109 -0.064 -0.764 -0.32
C -1.613 0.194 0.684 -0.34
C -0.282 0.937 0.446 -0.31
C -2.585 0.496 -0.431 0.44
C 0.373 -0.242 0.291 0.18
O 5.431 -0.713 -0.617 -0.42
O -2.239 0.390 -1.548 -0.51
H -0.803 -1.791 1.457 0.23
H -1.113 -1.705 -0.303 0.23
H 2.391 0.711 -0.981 0.24
H -2.258 0.394 1.620 0.22
H -0.192 2.000 0.299 0.23
H -3.721 0.878 -0.208 0.11
```


[3]
ORCA calculation (the ωB97M-V functional and the def2-TZVPD basis) on C7H6OS in the gas phase.

Output
Energy   -20232.149 eV
Frontier orbital gap (alpha / beta)   6.98 / 7.07 eV
F_max   5.30 eV/Å
Energy relative to the best compared isomer or geometry (same formula, charge and spin)   133.8 kcal per mole

```
15
Properties=species:S:1:pos:R:3:nbo_charge:R:1
C -1.716 -0.454 0.068 -0.33
C 0.547 -1.894 -0.073 -0.32
C -1.842 0.898 0.093 -0.09
C 1.837 -1.412 -0.077 -0.41
C -0.449 -0.969 -0.125 0.11
C 0.552 0.903 -0.471 -0.27
C -0.597 1.715 -0.070 -0.58
O 3.206 0.866 -0.087 -0.95
S 1.933 0.285 0.331 1.37
H -2.572 -1.097 0.222 0.24
H 0.347 -2.961 -0.070 0.24
H -2.792 1.398 0.192 0.21
H 2.725 -2.012 0.014 0.24
H -0.784 2.497 -0.816 0.26
H -0.393 2.239 0.869 0.27
```


Q: Among the records above, which one has the lowest energy?
A: C7H6OS


Q: Which of these has the highest F_max?
A: C7H6OS


Q: What is the energy in the first record?
A: -9399.690 eV